# C38H58BaN5O3PSeSi

A molecular structure, C38H58BaN5O3PSeSi (ωB97M-V/def2-TZVPD, the Open Molecules 2025 dataset).

Element x y z (Å)
Ba: -0.08853 -0.63571 -0.70031
C: -3.23790 4.61435 -2.32177
N: -1.92822 4.11141 -2.68597
C: -0.99002 5.05860 -3.25951
C: -1.57180 2.80628 -2.59213
O: -0.52966 2.36983 -3.04543
C: -2.61820 1.89756 -1.93359
O: -2.27757 0.52263 -1.89263
C: -2.51378 -0.18659 -3.08899
C: -1.24067 -0.78058 -3.67453
O: -0.13790 -0.54147 -3.18538
N: -1.40561 -1.58687 -4.73641
C: -2.72144 -1.95705 -5.24056
C: -0.24527 -2.14580 -5.41489
H: -3.15492 5.67843 -2.10738
H: -3.61893 4.13548 -1.42264
H: -3.96545 4.48695 -3.13048
H: -0.81289 5.87747 -2.55897
H: -1.37362 5.47243 -4.19559
H: -0.05462 4.54362 -3.45418
H: -3.57813 2.01548 -2.44756
H: -2.75747 2.19091 -0.89350
H: -2.95063 0.46247 -3.85567
H: -3.21991 -0.99018 -2.87702
H: -3.30823 -2.47064 -4.47637
H: -2.58486 -2.64411 -6.07072
H: -3.27650 -1.09097 -5.60661
H: 0.65390 -1.72346 -4.97605
H: -0.28290 -1.89287 -6.47544
H: -0.22855 -3.23122 -5.30165
Se: 0.12135 -3.16216 -1.99418
N: -1.48486 -2.50784 -1.45529
C: -2.35232 -3.54133 -1.58717
C: -3.71955 -3.47112 -1.25877
C: -4.50578 -4.58877 -1.42948
C: -3.96530 -5.79222 -1.92051
C: -2.63046 -5.88427 -2.23962
C: -1.81111 -4.75413 -2.08877
N: -0.50604 -4.70456 -2.47320
H: -4.12623 -2.55287 -0.85263
H: -5.55617 -4.54667 -1.16975
H: -4.60808 -6.65398 -2.04398
H: -2.19853 -6.80209 -2.61625
C: 4.14676 -6.56222 -0.88933
C: 2.97558 -6.94157 -0.24792
C: 2.06715 -5.98076 0.17320
C: 2.30591 -4.62212 -0.02757
C: 3.48106 -4.26354 -0.69439
C: 4.39928 -5.21605 -1.11391
Si: 1.10686 -3.26911 0.52375
C: 1.82906 -2.79733 2.22300
C: 3.18733 -2.53183 2.39934
C: 3.73838 -2.40510 3.66416
C: 2.93446 -2.52927 4.79090
C: 1.57703 -2.76695 4.63710
C: 1.03252 -2.89395 3.36407
H: 4.85529 -7.31201 -1.21823
H: 2.76705 -7.99071 -0.07743
H: 1.15830 -6.29557 0.67356
H: 3.69238 -3.21561 -0.89617
H: 5.30599 -4.90922 -1.62098
H: -0.13811 -4.02059 0.90615
H: 3.84111 -2.46253 1.53591
H: 4.79950 -2.21633 3.77378
H: 3.36479 -2.43819 5.78021
H: 0.93912 -2.86501 5.50738
H: -0.02619 -3.11058 3.26433
C: 2.77620 4.23996 2.21540
C: 1.99476 3.49700 1.12749
C: 1.56072 4.51614 0.06296
C: 2.94637 2.52092 0.42354
P: 0.44288 2.51760 1.64645
N: 0.01764 1.54195 0.52653
C: -0.89467 3.82246 2.06809
C: -0.49348 5.06580 2.86664
C: -2.02983 3.10679 2.81382
C: -1.48575 4.29020 0.73789
C: 0.87287 1.62814 3.27405
C: 1.02654 2.46288 4.55081
C: 2.19908 0.89016 3.04408
C: -0.18951 0.54826 3.53669
H: 3.56802 4.83099 1.74246
H: 3.26114 3.55889 2.91396
H: 2.15664 4.92724 2.78846
H: 2.45323 4.92267 -0.42207
H: 1.01563 5.35854 0.49055
H: 0.94214 4.03729 -0.70051
H: 3.67161 3.09019 -0.16523
H: 2.37882 1.87796 -0.25063
H: 3.50466 1.89838 1.12199
H: -0.03939 4.83593 3.82672
H: -1.39315 5.65971 3.06406
H: 0.19274 5.70431 2.31094
H: -1.77530 2.87976 3.84671
H: -2.30692 2.17795 2.31015
H: -2.90718 3.76081 2.83647
H: -0.93980 5.12825 0.30283
H: -2.51972 4.61561 0.88684
H: -1.45732 3.46364 0.03061
H: 1.75594 3.26381 4.44592
H: 1.37762 1.80544 5.35340
H: 0.08479 2.89614 4.88470
H: 3.05433 1.56546 3.03743
H: 2.18969 0.33271 2.10499
H: 2.35450 0.17224 3.85124
H: -1.06160 0.93743 4.05846
H: 0.24308 -0.23900 4.15739
H: -0.52527 0.10119 2.59836

Results
* gap between HOMO and LUMO (alpha / beta): 5.6075 / 5.5865 eV
* E_HOMO (alpha / beta): -6.318 / -6.303 eV
* energy relative to the best compared isomer or geometry (same formula, charge and spin): 227.3 kJ/mol
* calculated total energy: -137144.98889 eV